Formula: C38H33BrGeKNOS
Source: the Open Molecules 2025 dataset
Level of theory: ωB97M-V with the def2-TZVPD basis set

Computed properties:
Electronic energy ... -7246.648291 Ha
Relative energy (zero: lowest compared OMol25 entry of this formula, charge and spin) ... 1.140 eV
Total charge ... -2

The geometry in XYZ format:
```
77
Properties=species:S:1:pos:R:3:forces:R:3:lowdin_charge:R:1
K 0.0183 -1.4435 0.9239 -0.337 -0.064 0.268 0.529
C -1.3640 -2.0456 3.2625 -0.076 0.044 -0.024 -0.508
Ge -1.6510 -0.2252 3.6148 -0.082 0.019 0.095 0.549
C -0.4675 1.3457 2.9327 -0.077 -0.019 -0.012 -0.285
C 0.5651 1.8946 3.7004 0.022 -0.017 -0.006 -0.126
C 1.4757 2.8030 3.1744 0.007 0.004 -0.007 -0.116
C 1.3835 3.2022 1.8462 0.001 -0.002 -0.003 -0.129
C 0.3694 2.6765 1.0558 0.014 -0.029 -0.019 -0.115
C -0.5285 1.7651 1.5991 -0.023 -0.030 0.013 -0.174
C -1.7643 0.4026 5.5414 0.016 0.009 -0.002 -0.280
C -1.6990 -0.5673 6.5414 0.000 -0.010 0.014 -0.130
C -1.8062 -0.2334 7.8865 -0.004 0.015 0.000 -0.125
C -2.0020 1.0908 8.2625 0.001 -0.008 0.008 -0.143
C -2.0814 2.0723 7.2824 0.001 0.002 -0.008 -0.127
C -1.9563 1.7254 5.9408 -0.005 -0.006 0.010 -0.133
C -3.4087 0.3819 2.8241 -0.015 0.043 0.001 -0.272
C -4.3758 -0.6045 2.6007 -0.003 -0.020 0.010 -0.126
C -5.6362 -0.2912 2.1101 0.010 0.005 -0.017 -0.140
C -5.9643 1.0281 1.8113 -0.004 -0.003 -0.001 -0.154
C -5.0163 2.0226 2.0116 0.005 0.002 0.012 -0.125
C -3.7586 1.6978 2.5162 -0.014 -0.007 -0.022 -0.126
H 0.6613 1.5987 4.7413 -0.001 0.000 0.001 0.091
H 2.2668 3.2020 3.8019 -0.002 -0.003 0.003 0.086
H 2.0958 3.9055 1.4303 0.001 -0.001 0.002 0.084
H 0.2847 2.9736 0.0148 0.001 0.000 -0.001 0.090
H -1.3183 1.3648 0.9639 -0.003 0.018 0.010 0.065
H -1.5713 -1.6020 6.2306 0.002 0.001 -0.006 0.069
H -1.7427 -1.0060 8.6468 0.001 -0.004 -0.004 0.083
H -2.0938 1.3562 9.3107 -0.001 -0.001 0.000 0.078
H -2.2382 3.1087 7.5659 0.002 0.001 -0.005 0.082
H -2.0021 2.5071 5.1873 -0.003 0.002 -0.003 0.089
H -4.1044 -1.6308 2.8384 0.002 0.005 -0.012 0.069
H -6.3695 -1.0769 1.9542 0.000 0.001 -0.004 0.083
H -6.9483 1.2751 1.4262 0.005 0.001 -0.001 0.080
H -5.2589 3.0567 1.7852 -0.003 0.001 -0.002 0.085
H -3.0320 2.4909 2.6678 -0.008 -0.002 0.008 0.086
O 2.1912 -1.2830 -0.1432 0.546 0.023 -0.363 -0.722
S 3.1776 -1.2224 -1.2820 0.017 0.128 -0.140 0.935
C 2.8450 0.3576 -2.1583 0.033 -0.158 0.146 -0.292
C 3.6105 0.5210 -3.4203 0.014 0.102 -0.003 -0.318
C 2.9580 0.6955 -4.6505 0.027 0.040 -0.034 -0.100
C 3.6669 0.8815 -5.8171 -0.048 0.065 -0.015 -0.135
C 5.0743 0.9223 -5.8013 -0.007 -0.050 0.003 -0.140
C 5.7290 0.8101 -4.5738 -0.001 -0.006 -0.015 -0.138
C 5.0231 0.6272 -3.4019 -0.003 -0.072 0.049 -0.093
C 2.5319 -2.3684 -2.5392 -0.013 0.005 0.103 -0.305
C 3.3247 -2.4498 -3.7943 -0.071 0.002 -0.192 -0.313
C 2.6811 -2.3791 -5.0438 0.061 0.015 0.116 -0.098
C 3.3859 -2.5094 -6.2202 -0.019 0.027 -0.087 -0.139
C 4.7726 -2.7184 -6.2056 0.096 -0.031 0.117 -0.140
C 5.4135 -2.8456 -4.9668 -0.033 0.012 -0.151 -0.134
C 4.7113 -2.7264 -3.7874 0.033 -0.043 0.152 -0.094
H 3.1070 1.0895 -1.3855 -0.012 0.040 -0.026 0.089
H 1.7621 0.3822 -2.3036 -0.006 -0.007 -0.024 0.094
H 1.8736 0.6462 -4.6829 0.007 -0.003 -0.011 0.103
H 3.1319 0.9857 -6.7547 -0.004 -0.008 0.010 0.085
H 5.6367 1.0520 -6.7170 -0.008 0.000 -0.006 0.070
H 6.8127 0.8518 -4.5381 0.003 0.010 0.008 0.087
H 5.5521 0.5353 -2.4586 0.007 -0.002 -0.013 0.093
H 1.5035 -2.0454 -2.7223 -0.020 -0.053 -0.005 0.095
H 2.5030 -3.3109 -1.9738 0.005 -0.002 -0.027 0.091
H 1.6140 -2.1827 -5.0767 -0.009 -0.014 -0.007 0.101
H 2.8640 -2.4232 -7.1672 -0.019 0.002 0.012 0.086
H 5.3304 -2.8002 -7.1297 0.009 0.003 0.004 0.070
H 6.4836 -3.0200 -4.9298 -0.001 -0.001 0.001 0.088
H 5.2352 -2.8114 -2.8408 0.000 0.002 -0.011 0.091
Br -6.9248 -0.9316 -1.3291 -0.004 0.002 0.002 0.726
C -5.0404 -1.0001 -1.1468 0.012 -0.008 0.017 -0.688
C -4.4113 -2.2189 -0.9892 -0.016 0.003 -0.012 -0.106
C -3.0288 -2.2149 -0.8841 0.046 -0.006 0.015 -0.135
N -2.2843 -1.1139 -0.9458 -0.072 0.037 0.091 0.041
C -2.9253 0.0469 -1.0657 0.047 -0.006 -0.017 -0.133
C -4.3027 0.1661 -1.1664 -0.022 0.007 0.005 -0.108
H -4.9705 -3.1414 -0.9353 0.009 -0.003 0.004 0.100
H -2.4973 -3.1484 -0.7376 -0.012 -0.005 0.008 0.111
H -2.3082 0.9381 -1.0834 -0.003 0.002 0.005 0.107
H -4.7738 1.1352 -1.2341 0.004 -0.002 -0.004 0.104
```
Positions in Å, forces in eV/Å.

Formula: C38H33IrN2OP2S
Source: the Open Molecules 2025 dataset
Level of theory: ωB97M-V with the def2-TZVPD basis set

Computed properties:
Electronic energy ... -2836.597361 Ha
Multiplicity ... 6
Total charge ... +3
⟨S²⟩ ... 8.800

The geometry in XYZ format:
```
78
Properties=species:S:1:pos:R:3:forces:R:3:lowdin_spin:R:1
Ir 0.0522 1.0443 0.2434 0.582 0.520 -0.242 2.369
N 1.3292 -1.5332 0.8234 1.843 -2.172 0.810 0.048
P 0.0833 -0.8562 1.6876 -1.869 0.557 -0.012 0.179
C 0.3479 -0.4311 3.3897 1.026 -0.420 -0.183 0.034
C -0.1632 0.7354 3.9394 -1.629 1.219 0.040 0.017
C -0.0470 0.9669 5.3113 0.825 -0.052 0.441 0.000
C 0.7073 0.1049 6.1196 -0.181 -0.104 -1.237 0.006
C 1.2959 -1.0046 5.5040 0.052 -0.280 0.475 0.004
C 1.1229 -1.3030 4.1652 -1.213 1.423 0.610 0.008
C -1.3850 -1.9268 1.5679 2.024 0.267 -1.242 0.033
C -1.4848 -2.9023 0.5650 -1.753 -0.002 1.559 0.020
C -2.6298 -3.7124 0.5742 1.577 0.137 -0.734 0.000
C -3.5726 -3.5543 1.5520 -0.971 -0.270 -0.169 0.022
C -3.5209 -2.4849 2.4300 -0.349 -0.588 -0.073 -0.002
C -2.4073 -1.6760 2.4261 -1.245 0.812 2.582 0.019
P 1.5143 -0.7871 -0.6614 0.516 -0.151 -1.547 0.206
C 3.3549 -0.5559 -0.9894 -1.157 0.888 -0.059 0.166
C 3.8084 0.4267 -1.9922 2.161 -1.848 1.938 0.068
C 5.1901 0.6444 -2.0522 0.235 0.360 0.111 0.004
C 6.1222 -0.0654 -1.1918 -1.454 2.511 -0.850 0.174
C 5.6488 -1.0466 -0.3447 -3.214 0.722 -0.339 0.079
C 4.2410 -1.2383 -0.1604 1.871 -0.367 -0.462 0.038
C 1.0296 -1.9421 -1.9662 -1.440 0.587 -1.154 0.047
C -0.0802 -1.6887 -2.8445 -1.023 0.867 -0.288 0.002
C -0.2733 -2.4424 -4.0116 0.643 -0.492 1.466 0.004
C 0.5065 -3.5947 -4.2131 -1.099 0.608 -1.114 0.004
C 1.5336 -3.8800 -3.3705 0.784 1.111 1.017 0.003
C 1.8188 -3.0303 -2.2899 0.125 -0.828 -0.104 0.017
H 1.8147 -2.4373 1.0470 -0.906 1.048 -0.170 0.004
H -0.8286 1.4592 3.3673 1.118 -1.048 0.459 0.006
H -0.4491 1.8553 5.7811 -0.258 -0.006 -0.252 0.000
H 0.8219 0.2774 7.1836 -0.003 0.010 -0.144 0.000
H 1.8511 -1.7033 6.0985 0.244 -0.170 0.289 0.000
H 1.4219 -2.2248 3.7583 0.718 -1.031 -0.322 0.001
H -0.6869 -3.1264 -0.0639 1.173 -0.154 -1.201 0.001
H -2.7214 -4.5073 -0.1585 0.039 0.005 0.144 0.000
H -4.3478 -4.3116 1.5735 -0.278 0.334 0.250 0.001
H -4.3217 -2.3435 3.1384 0.039 0.068 0.178 0.000
H -2.3582 -0.9663 3.2916 0.281 -0.346 -1.165 0.000
H 3.1078 0.9210 -2.6012 -0.666 0.665 -0.644 0.002
H 5.6422 1.4693 -2.6594 -0.762 -0.950 0.341 -0.001
H 7.0888 0.4453 -1.0207 -0.275 -1.019 -0.468 0.005
H 6.3267 -1.4758 0.2816 1.607 -1.592 1.688 0.003
H 3.8910 -1.9848 0.5747 0.337 0.681 -0.386 0.000
H -0.9166 -0.9254 -2.6869 1.739 -0.638 0.206 0.000
H -1.0414 -2.1785 -4.7158 -0.275 0.018 0.006 0.000
H 0.2718 -4.2269 -5.0683 0.276 0.111 0.130 0.000
H 2.2643 -4.6168 -3.5868 0.166 -0.985 -0.097 0.000
H 2.6437 -3.3307 -1.6668 0.427 0.207 0.126 0.001
C -3.6128 2.7048 0.4925 0.886 0.773 -2.644 0.008
S -3.2146 1.0301 -0.0866 -0.608 0.153 1.294 0.033
O -1.7611 1.0942 -0.6532 0.428 0.496 -0.326 0.285
C -4.1668 0.8924 -1.5054 -1.051 -1.498 -0.761 0.006
C -4.6908 -0.3994 -1.7541 0.580 0.639 -2.042 0.005
C -5.1862 -0.7016 -3.0607 0.576 1.290 2.174 0.000
C -5.3106 0.3526 -3.9471 -1.100 -0.378 -0.566 0.004
C -4.9074 1.6571 -3.6316 -0.870 -0.451 -1.572 0.000
C -4.3201 1.9074 -2.4519 1.479 1.558 1.839 0.003
H -3.1056 3.4591 -0.2312 -1.102 -1.208 1.233 0.000
H -3.3307 2.9183 1.4857 0.718 -0.197 1.156 0.001
H -4.6921 2.7327 0.4543 -0.339 0.244 -0.247 0.000
H -4.6306 -1.2027 -1.0612 0.166 -0.361 0.774 0.000
H -5.4932 -1.7129 -3.2332 -0.314 -0.182 -0.416 0.000
H -5.8927 0.1782 -4.8612 0.646 0.110 0.139 0.000
H -5.0939 2.4502 -4.3512 0.109 -0.116 0.161 0.000
H -3.9379 2.9201 -2.1947 -0.405 -0.796 -0.429 0.000
N 4.2983 7.1724 0.6550 0.363 0.606 0.216 0.170
C 3.7681 6.1538 0.6044 0.112 -0.198 -0.500 0.029
C 3.0971 4.9534 0.4000 -2.971 -2.903 0.529 0.184
C 2.0698 4.7821 -0.5890 0.614 2.173 -1.937 0.058
C 1.1963 3.7317 -0.6771 -0.852 0.912 -0.719 0.098
C 1.2624 2.7385 0.2588 0.118 -2.600 0.965 0.358
C 2.3280 2.7383 1.1964 -0.358 1.153 0.447 0.129
C 3.0911 3.8472 1.3272 0.809 1.599 -1.795 0.015
H 2.0238 5.5792 -1.3489 -0.202 -0.394 0.360 0.001
H 0.3526 3.6605 -1.3905 0.915 0.603 0.139 0.009
H 2.4612 2.0568 2.0026 -0.279 -0.983 0.241 0.011
H 3.7813 3.9711 2.0740 1.524 -0.266 2.078 -0.001
```
Positions in Å, forces in eV/Å.

Formula: C38H33MoN2O5PS2
Source: the Open Molecules 2025 dataset
Level of theory: ωB97M-V with the def2-TZVPD basis set

Computed properties:
Electronic energy ... -3158.968083 Ha
Relative energy (zero: lowest compared OMol25 entry of this formula, charge and spin) ... 2.926 eV
Multiplicity ... 3
Total charge ... +2
⟨S²⟩ ... 2.072

The geometry in XYZ format:
```
82
Properties=species:S:1:pos:R:3:forces:R:3:lowdin_spin:R:1
Mo 0.3105 0.0213 -0.5331 -0.255 -0.632 -0.359 1.934
O -2.2775 -0.8349 -1.5051 0.042 -0.163 0.151 0.028
S -1.7719 -0.3689 -2.7744 0.298 0.677 0.002 0.007
O -2.5817 0.4903 -3.5759 -0.163 -0.084 0.147 0.004
N -0.3566 0.4132 -2.3478 -0.158 0.186 -0.299 -0.015
C 0.2475 1.3168 -3.2598 -0.106 -0.180 0.304 0.009
C -0.0711 1.5262 -4.5733 0.083 0.127 -0.194 -0.011
C 0.6723 2.4600 -5.3328 -0.027 -0.052 0.108 0.000
C 1.7005 3.1608 -4.7750 -0.042 -0.073 0.038 -0.010
C 2.0464 2.9443 -3.4169 0.065 0.115 -0.083 0.000
C 3.0990 3.6230 -2.7748 0.001 -0.006 -0.017 0.007
C 3.3711 3.3366 -1.4661 -0.132 -0.104 -0.005 0.000
C 2.5945 2.3779 -0.8045 0.203 0.065 0.115 0.006
N 1.5838 1.7189 -1.3454 0.028 -0.125 -0.165 0.009
C 1.3156 2.0104 -2.6657 -0.079 -0.003 0.025 0.011
C -1.2719 -1.7353 -3.7495 -0.220 -0.215 -0.014 0.000
C -2.3199 -2.4818 -4.2855 0.099 -0.069 -0.062 0.000
C -2.0252 -3.6120 -5.0288 0.007 0.032 0.031 0.000
C -0.7015 -3.9798 -5.2395 -0.014 0.024 0.017 0.000
C 0.3301 -3.2173 -4.7131 0.030 0.002 -0.006 0.000
C 0.0512 -2.0886 -3.9552 0.106 0.047 -0.037 0.002
H -0.8929 1.0064 -5.0407 0.018 -0.001 0.005 0.000
H 0.4033 2.6147 -6.3679 0.006 0.012 -0.014 0.000
H 2.2615 3.8799 -5.3547 0.033 0.033 -0.004 0.000
H 3.6814 4.3519 -3.3229 0.010 0.023 -0.020 0.000
H 4.1734 3.8189 -0.9281 0.021 0.023 0.001 0.000
H 2.8529 2.1470 0.2142 -0.060 -0.008 -0.042 0.000
H -3.3469 -2.1768 -4.1359 -0.024 0.035 0.022 0.000
H -2.8284 -4.1956 -5.4552 -0.018 -0.029 -0.013 0.000
H -0.4758 -4.8579 -5.8277 0.014 -0.024 -0.029 0.000
H 1.3579 -3.4945 -4.9003 0.028 -0.014 0.003 0.000
H 0.8605 -1.4926 -3.5503 -0.059 -0.002 0.003 0.002
O -0.9038 -2.1010 2.6679 0.040 0.109 -0.004 -0.002
C -0.2723 -1.1249 2.8391 -0.011 -0.025 -0.103 -0.003
O 0.0974 -0.2883 1.6761 0.166 0.335 -0.023 0.004
C 0.2773 -0.4604 4.0190 -0.181 -0.218 -0.046 -0.001
C 0.0134 -0.9030 5.3108 0.061 0.077 0.013 -0.001
C 0.5252 -0.1617 6.3603 0.049 0.078 -0.057 0.000
C 1.2630 0.9948 6.1055 -0.042 -0.068 0.045 0.000
C 1.5173 1.4232 4.8089 -0.013 -0.050 -0.019 0.000
C 1.0293 0.6737 3.7489 0.030 0.144 0.055 -0.005
P 1.1914 0.9077 1.9371 -0.226 -0.013 0.450 -0.061
C 2.9011 0.4270 1.6854 0.176 -0.099 0.029 -0.012
C 3.2123 -0.6441 0.8506 0.002 -0.211 -0.077 0.013
C 4.5333 -1.0291 0.6775 0.007 0.040 0.021 0.002
C 5.5493 -0.3374 1.3218 -0.021 0.009 0.002 0.000
C 5.2438 0.7201 2.1672 -0.013 0.010 -0.001 0.000
C 3.9241 1.0915 2.3663 -0.038 -0.011 -0.007 -0.003
C 0.6075 2.5842 1.7115 -0.063 0.089 -0.071 -0.005
C 1.4008 3.6891 2.0186 0.013 -0.060 -0.027 -0.005
C 0.8773 4.9650 1.8839 -0.038 0.003 -0.022 0.003
C -0.4339 5.1403 1.4626 0.033 0.020 0.013 -0.003
C -1.2273 4.0409 1.1704 0.021 -0.061 -0.008 0.004
C -0.7099 2.7600 1.2900 -0.071 0.045 -0.003 0.013
H -0.5843 -1.7880 5.4775 -0.017 -0.022 -0.004 0.000
H 0.3410 -0.4662 7.3802 -0.004 -0.011 0.026 0.000
H 1.6381 1.5759 6.9368 0.003 0.011 0.017 0.000
H 2.0709 2.3393 4.6554 0.015 0.025 -0.040 0.000
H 2.4448 -1.2386 0.3520 0.050 0.168 0.105 0.010
H 4.7692 -1.8702 0.0409 -0.003 -0.019 -0.012 0.000
H 6.5796 -0.6321 1.1803 0.020 -0.012 -0.015 0.000
H 6.0325 1.2477 2.6853 0.009 0.006 0.009 0.000
H 3.7035 1.8938 3.0566 -0.009 0.014 0.018 0.000
H 2.4246 3.5707 2.3481 0.037 -0.010 0.004 -0.001
H 1.4925 5.8244 2.1106 0.022 0.012 0.016 0.000
H -0.8390 6.1380 1.3680 -0.008 0.018 -0.011 0.000
H -2.2500 4.1759 0.8486 -0.030 0.006 -0.007 0.000
H -1.3522 1.9126 1.0668 0.049 0.003 0.019 0.009
O 0.0855 -2.0217 -0.2681 0.215 -0.080 0.176 0.051
S -0.5292 -3.3421 -0.8106 0.123 0.303 -0.201 0.008
C -2.1727 -3.5028 -0.1050 -0.043 -0.092 0.127 0.003
C -2.2485 -4.9867 0.2407 -0.056 0.045 -0.048 0.001
C -0.9642 -5.3050 1.0061 0.047 0.005 0.009 0.000
C 0.1896 -4.6127 0.2638 -0.002 -0.042 0.094 0.000
H -2.8909 -3.1499 -0.8360 -0.059 0.005 -0.034 0.000
H -2.1929 -2.8700 0.7837 0.000 -0.017 -0.054 0.000
H -2.3138 -5.5877 -0.6695 0.001 0.001 -0.017 0.000
H -3.1473 -5.1915 0.8202 0.027 -0.004 0.032 0.000
H -0.7893 -6.3767 1.0721 0.012 0.005 0.021 0.000
H -1.0304 -4.9113 2.0196 -0.013 0.008 0.000 0.000
H 0.7580 -5.2810 -0.3796 -0.021 -0.039 -0.008 0.000
H 0.8791 -4.0754 0.9142 0.017 -0.049 0.012 0.000
```
Positions in Å, forces in eV/Å.